Entry 1:
{
  "formula": "C38H30IrN8O",
  "method": "wB97M-V/def2-TZVPD",
  "elements": ["Ir", "C", "C", "C", "C", "C", "C", "N", "C", "C", "C", "C", "C", "N", "C", "C", "C", "C", "C", "C", "N", "H", "H", "H", "H", "H", "H", "H", "H", "H", "H", "H", "H", "H", "H", "H", "C", "O", "C", "C", "C", "C", "C", "C", "C", "N", "C", "C", "N", "C", "C", "C", "C", "N", "C", "C", "N", "C", "C", "C", "C", "H", "H", "H", "H", "H", "H", "H", "H", "H", "H", "H", "H", "H", "H", "N", "C", "H"],
  "coordinates": [[2.609, -0.764, 1.073], [4.577, 0.043, -1.745], [4.835, -1.294, -1.144], [5.854, -2.075, -1.694], [6.118, -3.331, -1.210], [5.355, -3.802, -0.149], [4.370, -3.002, 0.379], [4.098, -1.746, -0.112], [3.561, -3.447, 1.534], [3.542, -4.716, 2.092], [2.660, -4.970, 3.133], [1.781, -3.983, 3.566], [1.823, -2.743, 2.954], [2.743, -2.508, 2.010], [0.930, -1.596, 3.243], [-0.174, -1.726, 4.050], [-0.885, -0.585, 4.399], [-0.414, 0.637, 3.979], [0.688, 0.728, 3.127], [1.201, 2.084, 2.762], [1.311, -0.390, 2.705], [4.712, -0.006, -2.824], [5.292, 0.778, -1.365], [3.571, 0.372, -1.549], [6.420, -1.673, -2.524], [6.898, -3.943, -1.642], [5.546, -4.779, 0.269], [4.191, -5.496, 1.722], [2.639, -5.948, 3.594], [1.086, -4.181, 4.369], [-0.469, -2.695, 4.425], [-1.761, -0.654, 5.030], [-0.892, 1.551, 4.305], [0.827, 2.810, 3.481], [0.862, 2.405, 1.782], [2.290, 2.114, 2.789], [-8.892, 4.456, -4.046], [-8.589, 3.108, -3.680], [-7.377, 2.824, -3.210], [-7.154, 1.480, -2.872], [-5.933, 1.082, -2.395], [-4.893, 2.011, -2.232], [-5.127, 3.347, -2.561], [-6.351, 3.763, -3.044], [-3.613, 1.544, -1.752], [-3.326, 0.290, -1.419], [-2.032, 0.304, -1.038], [-1.483, 1.577, -1.127], [-2.512, 2.355, -1.590], [-0.129, 1.852, -0.822], [0.534, 3.083, -1.002], [1.864, 3.192, -0.690], [2.542, 2.091, -0.161], [1.951, 0.918, 0.020], [0.639, 0.771, -0.331], [0.090, -0.556, -0.262], [0.940, -1.565, 0.094], [0.519, -2.818, 0.014], [-0.787, -3.145, -0.358], [-1.675, -2.143, -0.660], [-1.232, -0.810, -0.643], [-9.920, 4.442, -4.389], [-8.240, 4.790, -4.854], [-8.803, 5.119, -3.185], [-7.965, 0.778, -3.003], [-5.761, 0.045, -2.143], [-4.355, 4.100, -2.445], [-6.504, 4.802, -3.289], [-2.497, 3.343, -1.779], [0.003, 3.936, -1.402], [2.400, 4.119, -0.837], [3.577, 2.177, 0.136], [1.237, -3.598, 0.232], [-1.075, -4.186, -0.405], [-2.699, -2.353, -0.941], [4.985, 0.698, 2.426], [4.100, 0.140, 1.948], [5.752, 1.168, 2.877]],
  "atomic_forces_ev_per_a": [[0.30, 0.17, -0.11], [0.03, 0.02, -0.07], [-0.07, -0.17, -0.02], [-0.02, -0.03, -0.01], [0.04, -0.02, -0.04], [-0.02, 0.01, 0.06], [0.11, 0.10, 0.12], [-0.13, -0.19, -0.22], [0.09, -0.06, -0.14], [-0.01, -0.01, 0.01], [-0.01, 0.05, -0.03], [0.00, -0.02, 0.01], [-0.12, -0.01, 0.10], [0.12, 0.02, 0.16], [0.21, 0.07, 0.08], [0.10, 0.00, 0.04], [-0.04, 0.01, 0.04], [-0.02, 0.01, 0.00], [0.07, -0.04, 0.03], [0.05, -0.02, 0.01], [-0.43, -0.32, -0.16], [0.06, 0.00, 0.02], [-0.04, 0.01, 0.03], [-0.15, 0.08, -0.02], [-0.01, 0.02, 0.00], [0.01, 0.01, 0.01], [-0.01, 0.00, -0.01], [-0.01, -0.01, 0.03], [0.01, 0.00, 0.01], [-0.01, -0.04, -0.03], [0.00, 0.01, 0.00], [0.00, 0.00, 0.00], [0.00, 0.01, -0.02], [0.03, -0.01, 0.02], [-0.07, 0.02, -0.08], [-0.02, -0.01, -0.05], [-0.01, -0.02, 0.00], [-0.01, 0.03, 0.01], [0.01, -0.02, 0.00], [0.01, 0.03, 0.00], [0.00, 0.01, 0.01], [-0.02, 0.00, -0.03], [0.01, -0.01, 0.02], [-0.03, -0.03, 0.00], [0.04, -0.03, 0.01], [-0.04, 0.03, -0.03], [0.01, -0.03, 0.04], [-0.03, 0.01, -0.02], [0.00, 0.02, 0.00], [0.02, -0.07, -0.03], [0.01, 0.03, 0.01], [0.02, -0.01, -0.02], [-0.08, -0.01, 0.10], [-0.07, 0.23, 0.04], [0.02, -0.09, -0.11], [0.01, 0.07, -0.16], [-0.17, 0.34, 0.17], [0.05, -0.06, -0.02], [0.02, -0.02, -0.05], [-0.01, 0.00, 0.00], [0.05, 0.01, -0.02], [0.00, 0.00, 0.00], [0.00, 0.01, 0.00], [0.00, 0.00, 0.00], [0.00, 0.00, -0.01], [0.01, 0.00, 0.00], [0.01, 0.00, 0.00], [0.00, 0.00, -0.01], [0.00, 0.00, -0.01], [0.00, 0.00, 0.01], [-0.01, 0.00, 0.01], [0.04, -0.04, 0.00], [-0.03, 0.01, 0.10], [0.00, 0.00, -0.01], [0.00, 0.00, -0.01], [-0.02, -0.02, 0.01], [0.12, 0.01, 0.20], [0.01, -0.02, 0.00]],
  "mulliken_charge": [1.505, -1.155, 0.970, -0.892, -0.753, -0.957, 0.740, -0.015, 0.812, -1.009, -1.043, -0.764, 0.885, 0.457, 0.486, -1.042, -0.844, -0.977, 1.232, -1.332, 0.342, 0.554, 0.298, -0.101, 0.537, 0.476, 0.442, 0.508, 0.478, 0.490, 0.430, 0.517, 0.501, 0.622, 0.181, 0.162, -0.844, -0.445, 0.907, -0.628, -0.534, 0.455, -0.686, -0.780, 0.321, -0.862, 0.975, -0.101, -0.091, 0.540, -0.934, -1.385, -0.122, 0.238, 0.406, -0.271, -0.299, 0.099, -1.264, -0.690, 0.538, 0.250, 0.355, 0.353, 0.459, 0.478, 0.213, 0.437, 0.195, 0.552, 0.466, 0.487, 0.472, 0.515, 0.650, -0.223, -0.129, 0.189],
  "total_energy_ha": -2082.9962,
  "gap_ha": 0.174,
  "charge": 3,
  "de_lowest_ev": 0.000,
  "homo_energy_ha": -0.4994,
  "lumo_energy_ev": -8.86,
  "max_force_ev_per_a": 0.56
}

Entry 2:
{
  "formula": "C8H24IO8",
  "method": "wB97M-V/def2-TZVPD",
  "elements": ["I", "C", "C", "O", "O", "H", "H", "H", "H", "H", "H", "C", "C", "O", "O", "H", "H", "H", "H", "H", "H", "C", "C", "O", "O", "H", "H", "H", "H", "H", "H", "C", "C", "O", "O", "H", "H", "H", "H", "H", "H"],
  "coordinates": [[-0.169, -0.774, 1.174], [6.828, 1.225, -1.254], [6.157, 2.550, -1.549], [4.920, 2.430, -2.305], [6.149, 0.546, -0.214], [7.870, 1.451, -1.030], [6.829, 0.524, -2.089], [6.859, 3.082, -2.191], [5.957, 3.109, -0.635], [4.375, 1.850, -1.768], [5.210, 0.733, -0.285], [-7.653, -1.489, 0.187], [-9.011, -0.888, -0.145], [-9.137, 0.475, 0.053], [-6.790, -1.220, -0.858], [-7.638, -2.579, 0.207], [-7.099, -1.166, 1.068], [-9.598, -1.445, 0.585], [-9.414, -1.060, -1.143], [-8.277, 0.889, -0.049], [-5.955, -1.463, -0.452], [-0.434, -5.675, -4.384], [-0.546, -6.878, -5.219], [0.709, -7.173, -5.899], [0.621, -5.729, -3.414], [-1.369, -5.463, -3.866], [-0.213, -4.790, -4.980], [-1.337, -6.666, -5.938], [-0.924, -7.705, -4.617], [0.426, -7.818, -6.551], [0.306, -5.264, -2.635], [2.930, 5.906, 6.414], [1.867, 5.375, 5.347], [0.943, 4.470, 5.884], [2.201, 6.782, 7.300], [3.630, 6.352, 5.707], [3.524, 5.141, 6.914], [2.512, 4.933, 4.587], [1.378, 6.262, 4.943], [0.576, 3.891, 5.212], [2.786, 7.268, 7.886]],
  "atomic_forces_ev_per_a": [[-0.01, 0.01, -0.03], [-0.87, -0.06, -0.07], [-0.19, -0.20, -1.43], [1.04, -0.09, 0.70], [0.56, -0.07, 0.74], [0.00, -0.29, 0.68], [0.06, 0.45, -0.62], [-0.25, 0.42, -0.02], [0.25, 0.01, 0.14], [-0.55, 0.00, -0.21], [-0.08, -0.18, 0.11], [0.00, -0.57, -0.95], [0.06, -1.34, 1.28], [0.10, 1.25, 0.69], [1.70, 0.78, -1.28], [-1.12, -0.34, 0.60], [-1.15, 0.45, 0.81], [-0.97, 0.38, 0.00], [0.59, -0.89, -0.17], [0.11, 0.06, -0.12], [0.72, 0.24, -0.87], [0.91, 1.80, 1.06], [0.36, -0.50, -0.49], [-1.47, 0.07, 0.55], [-0.31, -0.63, -0.10], [-0.31, -0.26, -0.16], [-0.16, -0.01, -0.49], [-0.04, 0.03, -0.33], [0.43, -0.39, 0.09], [0.45, -0.15, -0.23], [0.16, 0.05, 0.10], [-2.02, -0.18, -1.30], [1.60, 0.11, 1.36], [-0.04, -0.06, 0.49], [0.67, -0.43, -0.61], [0.23, 1.04, 0.37], [-0.54, -0.31, 0.31], [-0.23, -0.25, -0.34], [-0.04, 0.11, -0.06], [0.11, 0.07, -0.20], [0.24, -0.12, -0.05]],
  "nbo_charge": [-1.000, -0.092, -0.101, -0.708, -0.713, 0.173, 0.174, 0.176, 0.175, 0.456, 0.461, -0.099, -0.083, -0.717, -0.720, 0.162, 0.175, 0.161, 0.176, 0.475, 0.469, -0.088, -0.093, -0.703, -0.720, 0.174, 0.169, 0.163, 0.162, 0.458, 0.477, -0.082, -0.064, -0.723, -0.724, 0.152, 0.169, 0.159, 0.163, 0.483, 0.465],
  "total_energy_ha": -1218.7736,
  "gap_ha": 0.218,
  "charge": -1,
  "de_lowest_ev": 3.366,
  "homo_energy_ha": -0.1321,
  "lumo_energy_ev": 2.33,
  "max_force_ev_per_a": 2.41
}

Entry 3:
{
  "formula": "H3NO2S2",
  "method": "wB97M-V/def2-TZVPD",
  "elements": ["N", "O", "O", "S", "S", "H", "H", "H"],
  "coordinates": [[-2.027, -0.771, 0.653], [1.267, -0.420, -1.739], [2.252, 0.854, -0.069], [2.925, 1.799, 1.099], [0.941, 0.687, -0.893], [-1.151, -1.180, 0.908], [-1.997, 0.239, 0.250], [-2.210, -1.207, -0.209]],
  "atomic_forces_ev_per_a": [[-0.90, 2.74, -0.81], [-0.32, -1.17, -1.19], [1.87, 0.25, 1.19], [-0.53, 0.05, -0.22], [-0.99, 0.89, 0.21], [0.90, 0.60, 0.35], [0.72, -2.01, 1.71], [-0.76, -1.34, -1.24]],
  "nbo_charge": [-1.060, -0.803, -0.826, 0.289, 1.339, 0.359, 0.354, 0.348],
  "total_energy_ha": -1003.2844,
  "gap_ha": [0.308, 0.244],
  "charge": 0,
  "de_lowest_ev": 1.688,
  "homo_energy_ha": [-0.3590, -0.3326],
  "lumo_energy_ev": [-1.38, -2.41],
  "max_force_ev_per_a": 2.99
}

Entry 4:
{
  "formula": "C24H39Co2O7Si4",
  "method": "wB97M-V/def2-TZVPD",
  "elements": ["C", "Si", "C", "C", "Si", "Si", "C", "C", "C", "Si", "C", "C", "C", "O", "C", "C", "C", "C", "C", "C", "H", "H", "H", "H", "H", "H", "H", "H", "H", "H", "H", "H", "H", "H", "H", "H", "H", "H", "H", "H", "H", "H", "H", "H", "H", "H", "H", "H", "H", "H", "H", "H", "H", "H", "H", "H", "O", "C", "Co", "C", "O", "C", "O", "C", "C", "C", "Co", "C", "O", "C", "O", "C", "O", "H", "H", "H"],
  "coordinates": [[4.880, 3.281, 0.160], [3.499, 3.187, 1.451], [4.278, 3.158, 3.166], [2.385, 4.694, 1.292], [2.125, 1.288, 1.090], [1.558, 1.302, -1.186], [3.040, 1.203, -2.352], [0.475, -0.226, -1.327], [0.600, 2.868, -1.601], [3.710, -0.453, 1.371], [5.095, -0.537, 0.098], [4.468, -0.318, 3.081], [2.637, -1.984, 1.274], [0.753, 0.729, 2.107], [-0.598, 0.683, 2.055], [-1.380, 1.628, 1.439], [-2.818, 1.788, 1.742], [-3.333, 0.775, 2.777], [-2.654, -0.569, 2.566], [-1.170, -0.461, 2.878], [5.548, 4.109, 0.444], [5.487, 2.369, 0.109], [4.490, 3.494, -0.844], [4.612, 4.175, 3.420], [3.549, 2.844, 3.924], [5.146, 2.489, 3.225], [2.974, 5.596, 1.520], [1.960, 4.802, 0.286], [1.559, 4.637, 2.014], [2.654, 1.192, -3.383], [3.710, 2.067, -2.257], [3.630, 0.291, -2.206], [-0.083, -0.172, -2.273], [1.071, -1.148, -1.327], [-0.258, -0.291, -0.510], [0.217, 2.785, -2.629], [-0.261, 3.012, -0.939], [1.237, 3.761, -1.544], [5.820, -1.287, 0.448], [4.738, -0.863, -0.885], [5.637, 0.405, -0.029], [4.787, -1.320, 3.399], [5.345, 0.338, 3.102], [3.747, 0.052, 3.819], [3.252, -2.843, 1.575], [1.783, -1.928, 1.961], [2.256, -2.176, 0.266], [-0.932, 2.419, 0.846], [-3.010, 2.801, 2.113], [-3.410, 1.715, 0.819], [-3.108, 1.128, 3.784], [-4.413, 0.657, 2.738], [-3.154, -1.389, 3.110], [-2.750, -0.801, 1.501], [-0.638, -1.406, 2.641], [-1.004, -0.288, 3.964], [-8.557, -1.332, 3.807], [-8.199, -2.006, 2.944], [-7.693, -2.875, 1.491], [-6.817, -4.278, 2.182], [-6.282, -5.206, 2.614], [-9.367, -3.368, 1.455], [-10.493, -3.579, 1.359], [-6.519, -1.073, 0.683], [-5.296, -0.995, 0.092], [-4.136, -0.377, -0.257], [-6.268, -2.456, -0.454], [-4.791, -3.451, -0.399], [-3.810, -4.067, -0.394], [-6.594, -2.361, -2.189], [-6.769, -2.427, -3.330], [-7.685, -3.723, -0.417], [-8.212, -4.604, -0.982], [-7.128, -0.238, 1.064], [-3.248, -1.022, -0.379], [-4.131, 0.602, -0.737]],
  "atomic_forces_ev_per_a": [[-0.03, 0.02, -0.04], [-0.86, -0.13, 0.31], [0.06, 0.26, 0.10], [0.28, 0.40, 0.17], [-0.53, -0.79, 0.33], [-0.31, -0.10, 0.58], [-0.01, -0.03, -0.12], [-0.20, 0.02, -0.40], [-0.14, -0.01, -0.31], [-0.92, 0.42, -0.05], [0.19, -0.22, -0.04], [0.16, -0.26, 0.25], [0.29, -0.54, 0.20], [2.53, 0.45, -1.09], [-1.16, 1.58, -0.37], [1.66, -1.23, 1.27], [-1.21, -0.07, -0.10], [0.16, -0.06, -0.04], [-0.12, -0.47, -0.17], [0.14, 0.06, 0.12], [-0.16, -0.17, -0.06], [-0.16, 0.26, 0.02], [0.10, -0.04, 0.25], [0.00, -0.20, 0.03], [0.16, 0.06, -0.15], [-0.21, 0.16, -0.03], [-0.24, -0.03, -0.08], [0.10, -0.06, 0.25], [0.17, 0.00, -0.18], [0.10, 0.00, 0.19], [-0.15, -0.21, -0.02], [-0.15, 0.22, -0.05], [0.02, -0.21, 0.15], [-0.11, 0.20, -0.05], [0.21, 0.11, -0.21], [0.05, 0.13, 0.16], [0.22, -0.03, -0.18], [-0.12, -0.19, -0.05], [-0.09, 0.11, -0.09], [0.05, 0.06, 0.21], [-0.12, -0.20, 0.03], [0.03, 0.16, 0.04], [-0.14, -0.12, -0.02], [0.10, -0.07, -0.15], [-0.19, -0.08, -0.08], [0.19, 0.10, -0.16], [0.07, 0.08, 0.15], [0.28, -0.13, 0.14], [0.17, 0.07, 0.06], [0.09, -0.09, 0.29], [0.11, 0.12, 0.18], [-0.12, 0.09, -0.26], [0.25, 0.36, -0.01], [-0.03, -0.13, 0.34], [-0.16, 0.51, -0.06], [0.04, 0.07, -0.52], [-0.11, -0.91, -0.19], [1.08, 2.18, 0.07], [-1.09, -1.49, 1.62], [1.62, -0.93, 0.29], [-0.78, 0.83, -0.31], [-0.84, 0.52, -1.60], [0.24, -0.36, 0.49], [-2.26, 1.68, 0.32], [1.49, 0.27, 0.61], [-0.12, -0.71, -0.53], [0.45, -2.01, -1.18], [1.21, -1.32, -0.57], [-1.42, 1.17, 0.19], [-0.02, 0.08, -1.41], [0.16, 0.16, 1.43], [0.36, 0.18, 0.22], [-0.04, 0.33, 0.45], [0.03, -0.41, -0.65], [-0.53, 0.31, -1.08], [0.23, 0.24, 1.13]],
  "mulliken_charge": [-0.953, 0.461, -1.156, -1.072, 0.301, 0.580, -0.960, -0.940, -1.087, 0.375, -1.011, -1.201, -0.972, -0.532, 0.219, 0.021, -0.757, -1.030, -0.213, -0.505, 0.391, 0.154, 0.231, 0.401, 0.322, 0.294, 0.394, 0.273, 0.287, 0.398, 0.211, 0.196, 0.441, 0.279, 0.109, 0.406, 0.327, 0.273, 0.376, 0.299, 0.232, 0.414, 0.271, 0.324, 0.449, 0.097, 0.308, 0.249, 0.433, 0.104, 0.440, 0.389, 0.385, -0.245, 0.220, 0.297, -0.398, 0.391, 0.004, 0.078, -0.374, 0.288, -0.410, -1.594, 1.788, -1.394, 0.006, 0.207, -0.381, 0.136, -0.410, 0.263, -0.498, 0.482, 0.384, 0.438],
  "total_energy_ha": -5388.0739,
  "gap_ha": 0.189,
  "charge": -1,
  "de_lowest_ev": 0.946,
  "homo_energy_ha": -0.1130,
  "lumo_energy_ev": 2.06,
  "max_force_ev_per_a": 2.83
}

Entry 5:
{
  "formula": "C2H17O9",
  "method": "wB97M-V/def2-TZVPD",
  "elements": ["C", "C", "O", "O", "H", "H", "H", "O", "H", "H", "O", "H", "H", "O", "H", "H", "O", "H", "H", "O", "H", "H", "O", "H", "H", "O", "H", "H"],
  "coordinates": [[-0.398, 0.115, 0.456], [0.713, 0.250, -0.558], [0.759, 1.281, -1.242], [1.566, -0.710, -0.679], [-0.152, 0.607, 1.397], [-0.444, -0.954, 0.663], [-1.291, 0.569, 0.028], [-3.136, -1.152, 1.635], [-2.448, -1.727, 1.299], [-3.438, -0.666, 0.868], [2.663, -1.462, 1.664], [2.330, -0.930, 2.386], [2.166, -1.167, 0.900], [3.666, -2.024, -2.128], [3.477, -2.303, -1.232], [4.407, -2.568, -2.397], [2.289, 3.404, 0.177], [2.042, 2.625, -0.323], [1.778, 3.343, 0.983], [-3.953, 0.813, -0.303], [-4.881, 1.007, -0.430], [-3.560, 1.657, -0.079], [-1.522, 3.402, -0.631], [-1.005, 2.613, -0.798], [-1.914, 3.253, 0.229], [0.345, -3.393, -0.626], [0.517, -2.489, -0.891], [-0.576, -3.395, -0.367]],
  "atomic_forces_ev_per_a": [[0.32, -0.45, -0.02], [2.02, -1.01, -0.80], [-0.53, 1.07, -0.01], [-1.56, 0.74, 0.66], [0.07, 0.16, -0.03], [-0.64, 0.06, 0.16], [-0.18, -0.39, 0.25], [-0.16, -0.38, 0.51], [0.21, -0.06, 0.01], [-0.13, 0.46, -0.37], [0.65, -0.46, 1.22], [0.02, 0.07, 0.17], [-0.51, 0.25, -1.34], [0.21, -0.03, -0.44], [-0.35, 0.19, 0.37], [0.19, -0.16, -0.06], [0.45, 0.60, 0.36], [-0.39, -0.58, -0.55], [-0.13, -0.03, 0.07], [-0.09, -0.27, -0.02], [-0.25, -0.01, -0.07], [0.30, 0.27, -0.08], [-0.74, 0.41, 0.05], [0.93, -0.56, -0.36], [0.09, 0.09, 0.29], [-0.28, -0.78, 0.06], [0.64, 0.88, -0.06], [-0.17, -0.07, 0.03]],
  "nbo_charge": [-0.737, 0.768, -0.776, -0.819, 0.215, 0.207, 0.204, -0.962, 0.464, 0.489, -0.982, 0.445, 0.499, -0.924, 0.483, 0.443, -0.964, 0.504, 0.452, -0.946, 0.473, 0.482, -0.953, 0.503, 0.443, -0.957, 0.501, 0.445],
  "total_energy_ha": -763.6519,
  "gap_ha": 0.296,
  "charge": -1,
  "de_lowest_ev": 0.897,
  "homo_energy_ha": -0.2040,
  "lumo_energy_ev": 2.50,
  "max_force_ev_per_a": 2.40
}